Molecular formula: C3H8N2O
Method: DFT, the ωB97M-V functional and the def2-TZVPD basis

CARTESIAN COORDINATES (ANGSTROEM)
C  1.128  1.021  0.320
C  0.227  0.110  -0.535
N  -0.385  0.848  -1.627
C  -0.826  -0.564  0.364
N  -0.443  -1.718  0.995
O  -1.922  -0.097  0.571
H  0.548  1.345  1.194
H  1.928  0.445  0.783
H  1.402  1.919  -0.219
H  0.795  -0.739  -0.928
H  -0.615  0.192  -2.350
H  -1.167  1.379  -1.296
H  -1.035  -1.873  1.809
H  0.366  -2.269  0.920

Output
ΔE to the lowest compared entry with this formula, charge and spin: 13.9 kcal/mol
Strongest force on any atom: 2.3 eV Å⁻¹
Orbital gap: 10.1 eV
Structure (SMILES): C[C@H](N)C(N)=O
Electronic energy: -8268.7234 eV
LUMO energy: 0.852 eV
HOMO energy: -9.28 eV